(1)
A molecular structure, C53H45I2N11O2PRbS3Se3. Source: the Open Molecules 2025 dataset; level of theory: wB97M-V/def2-TZVPD.

As for the charge: -2. As for the HOMO energy (alpha / beta): -0.0829 / -0.0291 hartree.

```
121
Properties=species:S:1:pos:R:3:mulliken_charge:R:1
H -5.29193 1.57897 -1.15077 -0.233
H 2.97357 6.10027 -1.23207 0.362
H 7.83887 -4.45533 -0.90537 0.344
C -3.06383 1.33687 -4.53967 -1.125
H -5.19743 2.40987 2.25323 0.456
C -1.51513 2.96437 -1.46497 -0.251
H -4.23913 -0.51233 -0.55417 0.010
H 2.44577 -2.95433 3.27163 0.081
H -3.57123 0.61407 1.66803 0.354
N -2.65403 1.67487 0.19873 1.485
N 1.65657 2.11517 0.56143 0.202
C -0.08473 -3.31823 5.49583 -0.576
C -5.89073 0.67197 -1.24447 -0.108
H 2.22617 -0.47313 5.82333 0.348
N -2.31183 6.37727 -2.67677 -1.116
S -4.63953 -3.01933 -1.82207 -0.324
C 1.04277 6.14407 -0.30217 -0.557
H -1.97173 1.63927 7.33283 0.390
H 0.85837 7.18517 -0.53017 0.362
N -0.68993 1.92317 -1.67257 1.653
C -3.47563 3.89737 -0.25967 0.524
H 2.21977 -2.42713 -2.61477 0.189
H 6.94617 0.40037 -0.92367 0.396
O 0.13217 -3.00013 -0.60237 0.535
C 0.08547 5.40167 0.37473 -0.761
C -6.58843 0.60547 -2.59867 -0.642
C 0.02967 -5.34533 -0.67227 -0.336
C -2.42713 0.69147 -5.58777 -0.861
H -2.44713 1.10757 -6.58567 0.402
H 1.50697 -5.31413 -4.19607 0.356
H 0.46967 1.62927 1.89223 0.495
H -0.97703 -2.80153 5.82753 0.337
H 0.22907 -1.47903 -2.23717 -0.905
H 3.35557 3.70347 -0.73887 0.417
C 7.16337 -0.65643 -0.92997 -0.483
H -0.78253 -2.84183 -4.57687 0.598
C 7.64957 -3.39063 -0.91047 -0.494
C 0.34077 -4.07133 -1.22227 -0.251
C 2.44457 4.19807 -0.42747 -0.418
C 1.83467 -3.39003 4.05193 -0.229
C -0.30603 4.30087 -3.07337 -0.652
H -3.44833 1.22627 -2.43127 0.485
C -2.32363 5.23677 -1.99477 0.426
C 2.18007 -4.62013 4.57953 -0.670
H 9.24187 -0.44733 -1.34597 0.343
C -5.35193 -1.56403 -1.89877 0.230
N 2.79327 1.61927 0.10523 -0.426
C -1.02243 0.48027 5.81083 -0.494
P 0.19387 -1.09353 3.85123 1.044
C 2.22327 5.52617 -0.69957 -0.751
H 1.69687 -3.03073 -4.20367 0.367
C -2.99843 0.74887 -3.28807 -0.105
Se -3.68173 7.38487 -2.08717 -0.040
S -6.71813 -1.17813 -2.97377 -0.182
H -5.99653 1.07207 -3.38747 0.219
H -0.09863 -7.46833 -0.85767 0.396
H 5.56077 -3.60913 -0.48467 0.397
N -2.36723 -0.38533 -3.04067 0.718
C 1.48307 3.43057 0.26773 0.513
H -0.98253 1.77837 2.42993 0.196
C -1.73453 -0.99443 -4.03487 0.464
C 0.27137 2.04627 -2.55127 -0.539
H -0.15613 5.24347 -3.58307 0.475
C 1.26057 0.64837 7.37223 -0.695
C -0.93583 -2.21953 -3.69067 -0.646
C -1.05723 1.16147 7.01183 -0.537
N 4.83307 -1.13813 -0.46367 0.463
C -1.37973 4.18297 -2.18907 0.614
C 8.43337 -1.14073 -1.15807 -0.457
C 1.36717 -2.83513 -3.17307 -1.279
C -3.37073 5.08967 -1.03557 0.926
C 6.37607 -2.92633 -0.67907 -0.536
Se -1.76773 -1.38533 3.09563 -0.330
C 0.71207 -2.72623 4.52243 0.753
Rb -0.59903 -0.69843 -0.13437 -0.339
H 2.15007 0.72057 7.98283 0.398
H 3.06147 -5.13013 4.22093 0.404
C 0.25817 -4.55243 6.01213 -0.616
H -3.58033 2.27377 -4.68917 0.574
H 9.69117 -2.87663 -1.32437 0.350
H 4.14547 -1.82983 -0.15867 0.062
H -1.48213 -2.81363 -2.94267 0.132
C -1.75573 -0.49053 -5.33477 -0.848
H -1.90593 0.39747 5.19153 0.266
C 1.30177 -0.02413 6.16653 -0.442
H 1.66287 -6.16473 5.96943 0.355
C 0.15127 -0.12613 5.39433 0.524
N 4.46197 0.15367 -0.36297 -0.669
H -0.84223 5.87437 0.67053 0.347
N -4.21153 6.11717 -0.93007 -1.088
N 0.36587 -1.77673 -3.20357 0.322
C -4.43883 3.73717 0.74213 -1.099
C 1.39757 -5.19973 5.56183 -0.448
C 1.07217 -5.31863 -3.20387 -0.429
H -0.36693 -5.01333 6.76443 0.385
I -0.71613 -5.31073 1.30893 -0.007
C 0.17267 -6.53723 -1.33317 -0.356
H -6.62803 0.67197 -0.42937 0.463
H 1.35557 3.26837 -3.95477 0.455
N -5.05783 -0.49993 -1.14867 0.148
C 8.69127 -2.50503 -1.15117 -0.499
H -5.13503 4.54397 0.92073 0.518
C 0.07697 1.22637 7.80163 -0.431
Se 2.19607 -0.29623 3.01563 -0.338
H -0.46273 3.51077 1.19043 0.344
C -4.48333 2.56457 1.45993 -1.194
C 0.91797 -4.12733 -2.53587 0.781
H -1.23563 -1.00873 -6.12737 0.499
S 2.33257 -1.18743 1.09783 0.002
I 0.86617 -8.31463 -3.73097 -0.084
C 6.10707 -1.54733 -0.68427 0.563
H -7.58833 1.03127 -2.58467 0.452
C 0.68547 -6.50923 -2.61587 -0.399
C 0.29417 4.07307 0.66553 -0.212
C 0.52167 3.22117 -3.27097 -1.522
C -2.56053 2.82337 -0.49417 -0.313
C 3.32757 0.49837 0.10653 0.069
H 0.88897 1.16947 -2.70317 0.322
H 0.03717 1.73007 8.75623 0.361
C -3.56273 1.55917 1.13553 -0.818
O -0.13813 1.35857 2.62023 -0.257
```



(2)
2 unconnected molecules or ions with the total composition C4H12ClN2. Source: the Open Molecules 2025 dataset; level of theory: wB97M-V/def2-TZVPD.

As for the charge: +1. As for the HOMO energy (alpha / beta): -0.5045 / -0.5054 hartree.

```
19
Properties=species:S:1:pos:R:3:nbo_charge:R:1
C 1.80003 -1.03967 1.15440 -0.423
H 1.85182 -2.05160 0.92191 0.227
N -2.03593 0.55578 -0.56875 -0.290
H 0.78772 -0.17695 -2.00071 0.235
C 0.92941 1.10830 0.23871 -0.056
H 1.52741 -1.61029 -1.48842 0.223
H -2.80942 2.07660 0.64197 0.243
H 0.19664 -0.92256 0.23384 0.457
C -3.19905 1.16325 0.04553 -0.503
H 2.71872 -0.52672 1.18392 0.227
H -3.86757 1.30261 -0.74623 0.249
N 1.12315 -0.34169 0.03208 -0.451
H -3.67243 0.60681 0.88291 0.218
H 0.65579 1.55715 -0.62415 0.182
H 0.44320 1.42205 1.19419 0.202
Cl -1.80789 -1.09597 -0.33129 0.165
H 1.37596 -1.10895 2.13493 0.253
C 1.46351 -0.59915 -1.38500 -0.392
H 2.51891 -0.31899 -1.51987 0.235
```



(3)
A molecular structure, C12H36ClO6S. Source: the Open Molecules 2025 dataset; level of theory: wB97M-V/def2-TZVPD.

As for the charge: -1. As for the HOMO energy: -0.2221 hartree.

```
56
Properties=species:S:1:pos:R:3:nbo_charge:R:1
H 1.12839 0.52630 -1.83846 0.496
H 0.46581 -3.59517 1.01589 0.226
H -1.19928 0.81328 -0.48381 0.493
H -3.96983 -0.72268 -3.42251 0.215
C -3.18677 -2.61088 2.94609 -0.623
H -3.90022 -3.30881 2.54987 0.189
H -4.27815 -0.75740 -1.77886 0.204
H -1.48137 6.45443 -1.02443 0.191
C 1.30947 -2.92401 1.18010 -0.795
C -3.73313 -0.20263 -2.47713 -0.661
S 1.15472 -2.73139 3.02310 1.258
O -1.82328 -0.83848 2.38947 -0.714
H -2.35039 -3.10900 3.47527 0.204
H -0.20742 4.15375 -1.43212 0.141
C -1.84705 5.38148 -1.06309 -0.656
H -1.92162 0.81017 -2.85527 0.151
C -2.25378 0.12626 -2.01243 -0.075
H -3.72585 -2.08808 3.67641 0.201
H -1.38326 -0.63879 -2.00248 0.180
O -0.47682 4.19453 0.32761 -0.725
H 4.61092 0.16014 0.32004 0.198
H 1.36790 -1.94006 0.83337 0.247
H 1.28834 -2.03746 -1.86620 0.181
C 2.56302 -1.78817 3.19562 -0.895
C -2.50236 -1.81838 1.78949 -0.033
H -1.90646 -2.64228 1.18267 0.127
H 3.10243 2.13304 -0.20256 0.156
H 2.81837 -1.46822 4.26974 0.248
H 2.73876 -1.14154 -2.72194 0.144
H 2.02493 -3.49889 0.81209 0.210
H -3.27185 -1.36645 1.13548 0.157
H -4.45722 0.70666 -2.15714 0.214
H 1.43126 -1.58947 -5.08303 0.192
O 0.98958 0.11693 -2.63233 -0.726
H 2.88575 0.02603 0.72681 0.213
H 0.07794 -2.15951 -4.18715 0.211
C 3.40354 2.06321 0.86131 -0.105
H 4.26268 2.60324 1.07937 0.162
C 1.49663 -1.20549 -2.65606 -0.074
H 1.46170 -3.03294 -4.08723 0.207
O 1.41304 -4.06602 3.72181 -0.998
H -2.50029 5.72740 -0.23688 0.223
O -2.18563 0.70211 -0.67842 -0.789
H -1.32364 -0.38673 1.80770 0.484
H 1.49071 1.88136 1.04641 0.400
C 1.09475 -1.93793 -3.94595 -0.644
H -1.75045 3.27627 -1.02522 0.160
H 3.78131 0.31612 2.26361 0.199
H -2.26172 5.32464 -2.05169 0.195
H 0.00144 3.35004 0.45521 0.483
C 3.84872 0.64220 1.04183 -0.648
C -0.94700 4.13738 -0.91951 -0.025
O 2.23227 2.10720 1.66365 -0.768
H 3.50322 -2.20169 2.75316 0.235
Cl 0.58774 0.89290 0.38559 -0.702
H 2.30951 -0.81850 2.91314 0.262
```



(4)
A single C23H26N4O4S molecule. Source: the Open Molecules 2025 dataset; level of theory: wB97M-V/def2-TZVPD.

As for the HOMO energy: -0.3012 hartree. Its SMILES is COc1ccc(-n2c(=S)[nH]c3cc(C(=O)NCCCN4CCOCC4)ccc3c2=O)cc1.

```
58
Properties=species:S:1:pos:R:3:nbo_charge:R:1
C 4.93796 2.39403 0.45940 -0.226
H 2.57437 -1.38032 -0.50491 0.201
H 5.32626 1.09437 2.13292 0.194
H 1.00091 2.44986 0.96885 0.217
C -6.35308 -1.28509 0.95263 -0.241
C 3.65516 -1.29199 -0.66144 -0.250
H 3.08095 1.67090 1.09029 0.401
H -9.25855 -0.91015 -1.78184 0.177
H 5.69425 0.14273 -0.73069 0.208
H 4.38184 -3.55511 2.26421 0.197
H 3.73546 -3.21084 -1.68204 0.198
H -0.61043 -0.23355 -2.86013 0.243
H -7.54973 0.69405 -1.53121 0.221
C -7.27768 -0.73633 0.05984 0.314
C -1.10558 0.64934 -0.98955 -0.219
C -6.86277 0.25058 -0.82869 -0.324
H 5.05429 3.29967 1.06619 0.195
O 3.54376 2.22345 -1.95819 -0.622
H -9.68061 0.34578 -0.58166 0.177
C 1.53689 1.52208 -0.89911 -0.076
C 2.96550 1.97331 -0.91847 0.663
C -0.65022 1.41285 0.09250 0.273
N -1.53735 1.72193 1.09324 -0.584
C 5.54312 -0.07024 0.32937 -0.227
H 5.32943 2.59062 -0.54168 0.233
H 6.33055 -0.76833 0.64733 0.178
H -10.43456 -1.26472 -0.49262 0.201
N 4.20648 -0.62162 0.50560 -0.469
C -2.49766 0.18295 -1.02991 0.679
O 4.03300 -3.49322 0.28579 -0.526
C 1.07202 0.78586 -1.99182 -0.213
C 0.67449 1.84241 0.13744 -0.261
O -8.53851 -1.23146 0.13884 -0.489
C -5.54767 0.68101 -0.82004 -0.107
C -4.64330 0.13181 0.06933 0.097
H 6.74962 1.50368 1.17118 0.216
H -1.24417 2.29819 1.87141 0.431
H -6.68976 -2.04912 1.63452 0.226
H 2.99395 -1.56592 1.88479 0.199
O -2.96560 -0.49261 -1.91697 -0.561
N 3.53171 2.10723 0.30203 -0.598
H 1.75566 0.57751 -2.79935 0.241
C -5.04476 -0.85873 0.95540 -0.174
C 5.69332 1.23774 1.11456 -0.409
C -2.84523 1.34228 1.10223 0.283
S -3.81689 1.82909 2.33725 -0.179
C -0.23179 0.34529 -2.03201 -0.120
H 3.83002 -0.67901 -1.54601 0.211
H 5.71221 -2.86109 1.30116 0.157
H 4.56668 -1.03739 2.52336 0.199
C -9.51995 -0.72598 -0.73504 -0.253
C 4.23740 -2.69566 -0.86203 -0.089
C 4.06425 -1.48864 1.66625 -0.248
H -5.22605 1.44615 -1.51008 0.213
H -4.33313 -1.28363 1.64670 0.225
H 5.31446 -2.62849 -1.08357 0.158
C 4.61792 -2.89998 1.42419 -0.090
N -3.27883 0.57248 0.06030 -0.474
```



(5)
2 unconnected molecules or ions with the total composition C3H4N2O2. Source: the Open Molecules 2025 dataset; level of theory: wB97M-V/def2-TZVPD.

As for the HOMO energy: -0.2892 hartree. Its SMILES is NC1=CN1.O=C=O.

```
11
Properties=species:S:1:pos:R:3:nbo_charge:R:1
N -0.41323 0.54468 0.53792 -0.654
C 0.94419 -0.10169 0.85641 -0.215
H 2.07267 1.03806 -1.71576 0.396
C -1.95527 -1.81945 0.35876 1.047
C 0.85653 0.70165 -0.14366 0.323
N 1.25517 1.38965 -1.23936 -0.799
H 0.50844 1.67366 -1.85600 0.399
O -0.93759 -2.36529 0.19828 -0.536
H -0.55642 1.32851 1.18423 0.326
O -3.00998 -1.35328 0.52112 -0.520
H 1.23549 -1.03650 1.29806 0.234
```



(6)
A molecular structure, C31H29IrN2O2PSSbSe4. Source: the Open Molecules 2025 dataset; level of theory: wB97M-V/def2-TZVPD.

As for the HOMO energy: -0.2180 hartree.

```
72
Properties=species:S:1:pos:R:3:mulliken_charge:R:1
C 2.56448 3.64043 3.61440 -0.792
H 2.68752 -0.06496 1.71382 0.433
H -1.59141 -1.29235 -5.17063 0.473
C 0.42881 5.20801 -1.59429 -0.727
C 0.05525 4.12931 -0.80285 0.057
C -0.44530 -2.49040 -2.24432 0.297
C 1.72853 5.30662 -2.05991 -0.605
P 0.54654 1.74421 0.58781 1.821
C 3.17190 -1.54768 -1.28896 -0.574
C -1.07275 -1.93771 -4.47428 -0.771
H 2.13449 3.99009 1.54895 0.393
H -0.95697 4.06958 -0.44586 -0.251
Se -3.48486 5.59665 -1.79792 -0.632
H -3.94324 0.39971 0.32610 0.242
H 3.77108 -2.31979 -1.75484 0.430
O -1.12481 -1.50716 2.76574 -0.599
C 0.97717 3.14033 -0.48638 0.345
H -1.65309 -0.78762 -2.73326 0.431
H 3.68124 4.40364 -2.09823 0.406
C -1.11999 -1.65145 -3.11412 -0.086
C 3.30865 -1.28304 0.06494 -0.909
C 2.55032 -0.28131 0.66196 -0.436
H 3.10764 4.56972 3.72379 0.456
H -3.46769 -6.38546 1.46934 0.408
Se -2.50422 1.90448 -1.07427 -0.619
C -0.36007 -3.03365 -4.93473 -0.515
H 0.80960 -4.21975 -1.98229 0.443
Sb -4.01956 3.90416 -0.18506 0.207
H -4.52821 -4.72091 -0.01560 0.427
H 2.86096 3.02632 5.64840 0.407
H 0.87318 -4.71254 -4.40600 0.422
H -1.85884 -1.58738 2.14200 0.227
C 2.66371 4.32810 -1.73637 -0.804
C 2.01146 3.31168 2.38175 -1.084
H 0.24718 -4.26555 1.21125 0.480
H 3.02525 2.48826 -0.71554 0.484
H 1.58747 0.93189 5.36917 0.450
O -1.38227 -0.90009 -0.43951 -1.175
S -0.43301 -2.08285 -0.50351 0.735
C 1.71044 1.60616 4.52992 -0.956
H 0.55648 -0.67974 4.08557 0.461
H 0.80430 0.75382 -2.05043 0.423
C 1.28786 2.14163 2.20842 0.719
C -3.48322 -4.62288 0.24707 -0.844
H -0.32485 -3.24675 -5.99497 0.415
H -3.18336 -2.82816 -0.91253 0.522
N -3.52993 0.07669 1.20863 -0.570
Se -2.37342 4.60696 1.74645 -0.351
Se -2.11116 2.47212 2.65018 -0.301
C -2.74124 -3.56746 -0.25438 -0.428
C 1.63949 0.44772 -0.09205 0.250
C 1.50679 0.17774 -1.45686 -0.540
H 2.01908 6.14307 -2.68313 0.401
N -0.61339 -0.23549 2.51150 0.210
C -2.88263 -5.56263 1.08040 -0.406
C -0.79337 -4.38482 0.93370 -0.025
C -1.54394 -5.44808 1.42117 -0.748
H -1.08532 -6.17615 2.07651 0.421
H 4.01718 -1.84604 0.65924 0.453
Ir -1.49330 0.85971 0.91742 2.519
C 0.27825 -3.58890 -2.68550 -0.433
C 0.33101 0.05246 3.31437 -0.716
H 2.16902 -1.00574 -3.11168 0.434
C 0.31491 -3.86028 -4.04211 -0.737
C 2.27514 -0.80827 -2.05199 -0.435
C 2.29172 3.24805 -0.95623 -0.313
H -3.75131 -0.90914 1.31532 0.234
H -3.95490 0.60937 1.96731 0.306
C 1.11222 1.29017 3.31346 0.713
C 2.42544 2.78246 4.68886 -0.838
C -1.39882 -3.46513 0.09383 -0.082
H -0.32134 5.94598 -1.84817 0.348
```